[1]
Computed, not measured: C4H4OS in the gas phase in a non-equilibrium geometry, with ωB97M-V/def2-TZVPD.

The calculation puts the HOMO-LUMO gap at 0.3205 Ha. The LUMO energy is -0.2 eV. The HOMO energy is -8.958 eV. Its total charge is 0. Its SMILES is C#CC(=S)OC. The multiplicity is 1. As for the energy above the lowest of the compared OMol25 structures with the same formula, charge and spin: 439.4 kJ/mol.

Cartesian coordinates (Å):
1 C 1.869 -1.063 -0.052
2 C -0.149 -0.002 -0.039
3 C -1.584 -0.196 0.024
4 C -2.768 -0.404 0.019
5 H 2.132 -0.838 1.103
6 H 2.211 -0.032 -0.649
7 H 2.501 -2.098 -0.583
8 H -3.955 -0.267 -0.328
9 O 0.427 -1.165 0.083
10 S 0.593 1.409 0.005

---

[2]
Computed, not measured: 2 unconnected molecules or ions with the total composition C4H4OS in a non-equilibrium geometry, with ωB97M-V/def2-TZVPD.

The calculation puts the HOMO-LUMO gap (spin up / spin down) at 0.1762 / 0.2050 Ha. The LUMO energy (spin up / spin down) is -2.7 / -2.3 eV. The HOMO energy (spin up / spin down) is -7.469 / -7.895 eV. Its total charge is 0. The multiplicity is 1. As for the energy above the lowest of the compared OMol25 structures with the same formula, charge and spin: 845.7 kJ/mol.

Cartesian coordinates (Å):
1 C -0.187 -2.652 0.317
2 C -0.166 -1.455 0.629
3 C 0.050 -0.241 1.205
4 C -0.415 1.540 -0.432
5 O -0.013 0.912 0.851
6 S 2.478 0.572 -0.538
7 H -0.368 -3.691 0.158
8 H -1.266 2.202 -0.308
9 H -0.713 0.809 -1.075
10 H 0.599 2.003 -0.807

---

[3]
Computed, not measured: a molecular structure, C4H4OS in a non-equilibrium geometry, with ωB97M-V/def2-TZVPD.

The calculation puts the HOMO-LUMO gap (spin up / spin down) at 0.2146 / 0.2545 Ha. The LUMO energy (spin up / spin down) is 0.6 / -2.4 eV. The HOMO energy (spin up / spin down) is -5.281 / -9.358 eV. Its total charge is 0. The multiplicity is 3. Its expectation value of S² is 2.017. As for the energy above the lowest of the compared OMol25 structures with the same formula, charge and spin: 349.5 kJ/mol.

Cartesian coordinates (Å):
1 C 0.911 0.286 -0.057
2 C -0.093 -0.504 -0.852
3 C -1.091 0.591 -0.210
4 C 0.872 -0.532 0.992
5 O -1.184 1.778 -0.448
6 S -0.168 -1.726 0.399
7 H 1.390 1.013 -0.688
8 H -0.219 -0.749 -1.925
9 H -1.772 0.229 0.763
10 H 1.355 -0.385 2.025

---

[4]
Computed, not measured: C4H4OS2 in the gas phase in a non-equilibrium geometry, with ωB97M-V/def2-TZVPD.

The calculation puts the HOMO-LUMO gap at 0.3323 Ha. The LUMO energy is 0.1 eV. The HOMO energy is -8.973 eV. Its total charge is 0. Its SMILES is SSc1ccco1. The multiplicity is 1. As for the energy above the lowest of the compared OMol25 structures with the same formula, charge and spin: 122.0 kJ/mol.

Cartesian coordinates (Å):
1 C -0.830 0.959 0.410
2 C 0.345 0.163 0.701
3 C -1.794 0.104 0.099
4 C 0.124 -1.133 0.557
5 O -1.507 -1.177 0.218
6 S 1.285 -3.204 -1.292
7 S 0.892 -2.672 0.683
8 H -1.001 2.021 0.326
9 H 1.321 0.619 0.733
10 H -2.838 0.338 0.095
11 H 2.644 -2.942 -1.460